{"formula": "C5H9NO", "method": "ωB97M-V/def2-TZVPD", "symbols": ["N", "C", "C", "O", "C", "C", "C", "H", "H", "H", "H", "H", "H", "H", "H", "H"], "xyz": [[0.222, 1.512, -1.573], [0.034, 0.506, -0.503], [0.869, -0.826, -0.592], [0.437, -1.427, 0.682], [-0.434, -0.521, 1.233], [-1.369, -0.114, 0.014], [0.335, 0.802, 1.018], [0.455, 0.803, -2.367], [-0.804, 2.093, -1.736], [0.502, -1.487, -1.383], [1.931, -0.833, -0.522], [-0.988, -0.910, 2.113], [-1.792, -0.905, -0.604], [-2.150, 0.661, 0.169], [-0.271, 1.621, 1.440], [1.455, 0.697, 1.420]], "atomic_forces_ev_per_a": [[-2.7, -1.2, -0.9], [0.1, 0.0, 1.3], [-2.3, -0.2, 1.0], [1.0, -1.9, -0.9], [-2.3, 1.2, -0.8], [1.2, 0.8, -0.4], [0.9, -0.2, 1.4], [-1.1, 2.5, 0.9], [3.9, -2.5, 0.2], [0.2, 0.1, -0.2], [0.9, 0.7, -0.4], [1.1, 0.4, -0.2], [0.1, -0.2, 0.1], [0.7, -0.3, 0.2], [0.7, 0.1, -0.3], [-2.4, 0.7, -1.0]], "nbo_charge": [-0.83, 0.11, -0.10, -0.53, 0.09, -0.45, -0.44, 0.37, 0.37, 0.18, 0.20, 0.21, 0.20, 0.21, 0.21, 0.21], "e_tot_ev": -8865.6367, "spin_multiplicity": 1, "smiles": "N[C@]12CO[C@H](C1)C2", "relative_energy_kj_mol": 345.03}